Formula: C5H15ClNSi
Source: the Open Molecules 2025 dataset
Level of theory: ωB97M-V/def2-TZVPD

```
23
Properties=species:S:1:pos:R:3:forces:R:3:lowdin_charge:R:1
C 1.32648 -1.79169 0.51648 0.2 2.1 -4.8 -0.140
C 2.47574 0.98396 -0.39558 -1.4 -0.4 1.8 -0.162
C -0.11168 -0.18974 -1.88753 0.1 -0.9 0.9 -0.203
C -2.49855 -1.04220 0.58519 2.4 -0.7 -2.3 -0.417
C -0.34373 0.56322 1.12813 1.8 -2.8 -0.4 -0.169
N -1.12044 1.73559 0.89553 -1.5 -1.6 -0.7 0.098
Si 0.88390 -0.02983 -0.24864 0.2 -2.1 0.4 0.597
Cl -3.08939 -0.06367 -0.63427 -0.9 0.6 -0.3 0.720
H 0.92976 -2.40583 -0.33513 0.3 -0.1 1.2 0.045
H 2.39987 -1.83805 0.50663 0.4 -0.4 0.4 0.023
H 0.85214 -1.90821 1.41042 -1.1 -0.8 2.4 -0.024
H 2.47404 1.93249 -0.82149 -0.6 1.8 -1.0 0.005
H 2.81210 1.16763 0.62532 0.2 -0.3 0.2 0.043
H 3.23437 0.48042 -0.91511 1.0 -1.2 -0.7 0.024
H 0.47408 0.04519 -2.73393 1.2 0.2 -0.9 0.009
H -0.57228 -1.20149 -2.15457 0.2 1.6 0.9 0.071
H -0.77808 0.66105 -1.86263 -0.9 -0.2 -0.2 -0.022
H -2.92322 -0.97853 1.49659 -1.4 0.4 2.9 -0.010
H -2.11926 -1.99519 0.24911 0.2 0.0 0.0 0.041
H -0.31136 0.06990 2.14482 -0.3 1.3 -1.1 0.104
H -1.18938 2.20797 1.75834 -0.7 1.5 1.0 0.150
H -0.76323 2.28467 0.12538 0.2 0.6 0.1 0.156
H -2.04187 1.31233 0.54694 0.3 1.2 0.3 0.061
```
Positions in Å, forces in eV/Å.

Computed properties:
2S+1: 1
Total charge: +1
Gap between HOMO and LUMO (spin up / spin down) (eV): 8.3 / 8.9
ΔE to the lowest compared entry with this formula, charge and spin (kJ/mol): 449.7
LUMO level (spin up / spin down) (eV): -4.630 / -4.278